Density functional theory data (the ωB97M-V functional and the def2-TZVPD basis) for a cluster of 4 separate species, C36H63BrCl2IN5O14 in total.

Each line ends with the Löwdin charge.
Cartesian coordinates (Å):
C 2.732 3.533 3.010  -0.052
C 2.159 4.326 1.806  -0.132
C 0.670 4.539 1.975  -0.493
O 0.195 5.507 2.496  0.144
O -0.138 3.492 1.589  -0.047
C -0.232 3.316 0.157  -0.135
C -1.094 2.081 -0.144  -0.107
C -0.485 1.236 -1.276  -0.397
C 0.929 0.655 -0.921  -0.127
C 1.392 0.639 0.550  -0.085
C 2.375 -0.463 0.906  -0.509
O 2.485 -0.931 2.001  0.125
O 3.157 -0.925 -0.120  0.087
C -0.273 2.227 -2.475  -0.203
C -0.318 1.677 -3.893  -0.696
C -0.145 2.824 -4.902  -0.146
Br 1.092 0.362 -4.249  0.731
O -1.268 0.183 -1.837  -0.123
C -2.487 -0.426 -1.473  -0.444
C -2.457 -1.518 -0.348  -0.128
C -1.293 -1.530 0.640  -0.177
C -1.386 -2.792 1.536  -0.181
C -0.026 -3.442 1.852  -0.207
C -0.133 -4.971 1.934  -0.282
N 1.188 -5.587 2.163  0.003
C -2.784 -1.224 -2.786  -0.566
Cl -4.261 -0.951 -3.675  0.709
C -1.964 -2.135 -3.348  -0.696
C -2.227 -2.859 -4.649  -0.140
Cl -0.477 -2.609 -2.583  0.763
C -3.689 0.487 -1.131  -0.636
I -3.925 2.280 -2.344  0.991
N -3.746 0.891 0.286  -0.093
C -5.071 0.573 0.851  -0.174
C -5.260 1.197 2.241  -0.663
N -6.666 0.927 2.596  0.065
N -4.925 2.624 2.147  0.079
N -4.463 0.588 3.301  0.105
H 3.696 3.955 3.312  0.077
H 2.927 2.492 2.728  0.067
H 2.046 3.516 3.861  0.066
H 2.367 3.772 0.886  0.093
H 2.627 5.310 1.713  0.121
H 0.779 3.185 -0.239  0.102
H -0.679 4.220 -0.277  0.147
H -2.065 2.461 -0.489  0.019
H -1.282 1.547 0.785  0.112
H 1.687 1.193 -1.502  0.091
H 0.948 -0.372 -1.301  0.079
H 1.956 1.563 0.758  0.105
H 0.592 0.597 1.290  0.116
H 3.461 -0.198 -0.680  0.113
H -1.115 2.936 -2.434  0.061
H 0.640 2.817 -2.343  0.125
H -1.273 1.182 -4.089  0.072
H -0.723 3.691 -4.563  0.084
H -0.554 2.506 -5.869  0.081
H 0.914 3.070 -5.002  0.041
H -3.395 -1.479 0.222  0.112
H -2.456 -2.505 -0.824  0.092
H -1.301 -0.653 1.290  0.102
H -0.363 -1.608 0.066  0.076
H -2.018 -3.541 1.034  0.106
H -1.858 -2.501 2.486  0.111
H 0.718 -3.202 1.081  0.101
H 0.364 -3.059 2.797  0.111
H -0.825 -5.241 2.742  0.115
H -0.543 -5.311 0.970  0.109
H 1.144 -6.203 2.969  0.054
H 1.429 -6.199 1.392  0.040
H -3.180 -3.399 -4.617  0.074
H -2.270 -2.131 -5.472  0.081
H -1.409 -3.547 -4.867  0.060
H -4.595 -0.080 -1.363  0.045
H -3.706 1.905 0.313  0.023
H -5.210 -0.511 0.911  0.122
H -5.874 0.985 0.208  0.117
H -7.277 1.583 2.118  0.073
H -6.785 1.080 3.596  0.074
H -5.402 3.116 2.899  0.078
H -5.326 3.002 1.287  0.068
H -5.002 -0.163 3.722  0.081
H -3.612 0.175 2.927  0.068
C 6.071 5.095 -6.233  -0.011
C 4.576 4.925 -6.434  -0.310
C 3.858 6.070 -7.117  -0.095
O 2.526 5.934 -6.609  0.067
C 2.612 5.354 -5.390  -0.563
O 1.710 5.255 -4.621  0.150
O 3.865 4.893 -5.176  0.079
H 6.623 4.275 -6.688  0.081
H 6.431 6.020 -6.683  0.082
H 6.308 5.111 -5.171  0.091
H 4.352 3.985 -6.944  0.157
H 3.855 6.009 -8.202  0.140
H 4.252 7.039 -6.800  0.139
C -1.151 3.412 4.580  -0.004
C -1.702 2.298 5.450  -0.293
C -0.726 1.644 6.405  -0.093
O -1.304 0.346 6.587  0.064
C -2.000 0.050 5.463  -0.573
O -2.463 -1.015 5.215  0.152
O -2.102 1.143 4.673  0.045
H -1.702 4.338 4.732  0.090
H -0.108 3.621 4.825  0.072
H -1.215 3.172 3.519  0.074
H -2.589 2.630 5.996  0.156
H -0.636 2.148 7.364  0.138
H 0.263 1.525 5.953  0.137
C 5.881 -9.607 1.159  -0.011
C 4.368 -9.631 1.026  -0.312
C 3.737 -8.424 0.368  -0.094
O 2.422 -8.430 0.935  0.042
C 2.507 -9.009 2.160  -0.566
O 1.642 -8.999 2.973  0.167
O 3.718 -9.591 2.315  0.081
H 6.330 -10.477 0.685  0.080
H 6.307 -8.721 0.687  0.082
H 6.165 -9.611 2.210  0.091
H 4.032 -10.546 0.532  0.155
H 3.678 -8.488 -0.716  0.140
H 4.234 -7.494 0.658  0.142

- E_HOMO: -8.5 eV
- F_max: 1.3 eV/A
- Calculated total energy: -177657.196 eV
- Frontier orbital gap: 8.8 eV
- Charge: 0


Density functional theory data (the ωB97M-V functional and the def2-TZVPD basis) for a cluster of 11 separate species, C36H63F9O30 in total.

Each line ends with the Löwdin charge.
Cartesian coordinates (Å):
C -2.066 -2.236 -1.413  -0.021
C -3.200 -2.973 -0.689  -0.151
O -4.286 -3.183 -1.677  0.039
C -4.315 -4.378 -2.164  -0.415
O -3.695 -5.366 -1.852  0.145
C -5.347 -4.404 -3.353  -0.540
F -5.310 -5.665 -3.848  0.133
F -6.551 -4.053 -2.943  0.184
F -5.041 -3.653 -4.408  0.159
H -1.107 -2.308 -0.922  0.056
H -2.430 -1.212 -1.559  0.069
H -1.912 -2.703 -2.375  0.071
H -3.762 -2.491 0.123  0.109
H -2.924 -3.945 -0.204  0.126
C -2.913 0.545 -6.046  -0.063
C -2.912 0.185 -4.621  -0.193
O -2.174 1.193 -3.864  0.049
C -2.815 1.736 -2.867  -0.369
O -3.963 1.570 -2.487  0.146
C -1.853 2.633 -2.030  -0.579
F -2.596 3.617 -1.599  0.185
F -1.273 1.956 -1.048  0.190
F -0.915 3.228 -2.759  0.161
H -3.097 1.600 -6.202  0.086
H -3.649 -0.019 -6.677  0.103
H -1.962 0.287 -6.520  0.078
H -2.395 -0.737 -4.307  0.125
H -3.958 0.032 -4.284  0.130
C 1.366 0.491 0.001  -0.057
C 0.675 0.622 1.294  -0.186
O 0.269 -0.731 1.696  0.017
C -0.359 -0.844 2.865  -0.395
O -0.559 0.003 3.689  0.163
C -0.973 -2.238 3.031  -0.515
F -1.919 -2.214 3.994  0.146
F -1.633 -2.607 1.890  0.139
F -0.100 -3.180 3.325  0.190
H 1.418 1.468 -0.480  0.071
H 0.832 -0.233 -0.707  0.102
H 2.407 0.098 0.095  0.060
H -0.270 1.182 1.371  0.129
H 1.260 1.033 2.102  0.113
C 1.894 -3.314 0.122  -0.003
O 0.629 -3.760 -0.386  -0.003
C 0.634 -4.944 -0.920  -0.613
O 1.550 -5.730 -0.945  0.116
O -0.648 -5.176 -1.298  -0.011
C -0.812 -6.174 -2.330  -0.029
H 1.768 -3.046 1.212  0.102
H 2.188 -2.479 -0.452  0.069
H 2.595 -4.172 0.075  0.100
H 0.122 -6.654 -2.532  0.082
H -1.187 -5.745 -3.223  0.068
H -1.471 -6.954 -1.976  0.093
C 4.990 -0.142 0.495  -0.038
O 4.781 1.161 1.065  -0.008
C 5.668 1.635 1.965  -0.591
O 5.507 2.657 2.569  0.117
O 6.699 0.806 2.249  -0.032
C 7.571 1.208 3.257  -0.049
H 4.583 -0.948 1.093  0.073
H 6.030 -0.272 0.162  0.108
H 4.355 -0.161 -0.418  0.091
H 7.024 1.790 3.968  0.088
H 8.313 1.938 2.823  0.110
H 8.170 0.396 3.631  0.097
C -6.565 -0.464 -1.182  -0.009
O -6.296 0.713 -0.400  -0.007
C -5.041 0.766 0.000  -0.638
O -4.273 -0.142 -0.185  0.098
O -4.746 1.919 0.620  -0.011
C -5.599 3.123 0.608  0.006
H -6.458 -1.345 -0.560  0.098
H -5.861 -0.405 -2.013  0.092
H -7.587 -0.275 -1.488  0.097
H -6.042 3.326 -0.369  0.097
H -4.931 3.879 1.009  0.089
H -6.399 3.002 1.327  0.079
C 3.565 0.209 4.616  0.009
O 4.750 -0.683 4.792  -0.029
C 4.707 -1.755 3.905  -0.582
O 3.764 -1.966 3.188  0.091
O 5.839 -2.458 3.948  0.017
C 5.998 -3.321 2.784  -0.016
H 3.692 0.819 5.502  0.095
H 2.624 -0.334 4.592  0.083
H 3.677 0.756 3.644  0.092
H 6.412 -2.811 1.930  0.086
H 5.037 -3.774 2.523  0.094
H 6.667 -4.147 2.982  0.090
C 7.738 3.688 -0.002  -0.037
O 6.713 4.174 -0.821  0.004
C 5.973 3.338 -1.551  -0.551
O 6.098 2.149 -1.591  0.121
O 4.934 4.042 -2.144  0.019
C 4.115 3.087 -2.821  -0.065
H 7.621 4.119 1.009  0.110
H 8.702 3.978 -0.479  0.115
H 7.600 2.648 -0.017  0.062
H 3.454 3.578 -3.537  0.102
H 3.423 2.546 -2.183  0.088
H 4.676 2.390 -3.309  0.055
C 1.526 0.710 -4.112  -0.035
O 0.842 -0.147 -5.026  0.018
C 0.758 -1.381 -4.574  -0.603
O 1.255 -1.824 -3.577  0.114
O -0.005 -2.124 -5.444  -0.027
C -0.005 -3.530 -5.163  -0.031
H 1.467 0.339 -3.063  0.088
H 1.151 1.741 -4.166  0.093
H 2.596 0.730 -4.450  0.111
H 0.907 -3.940 -5.616  0.109
H -0.914 -3.936 -5.542  0.085
H 0.029 -3.640 -4.071  0.078
C -0.823 5.688 0.457  -0.055
O 0.414 5.931 1.044  0.018
C 1.168 4.859 1.241  -0.571
O 0.737 3.689 1.242  0.090
O 2.271 5.321 1.788  0.038
C 3.174 4.280 1.974  -0.069
H -1.260 6.622 0.203  0.090
H -1.396 5.017 1.100  0.106
H -0.713 5.161 -0.496  0.084
H 2.843 3.501 2.646  0.091
H 4.059 4.761 2.401  0.103
H 3.317 3.828 0.996  0.097
C -8.124 0.788 6.353  -0.066
O -6.809 0.932 5.900  -0.051
C -6.654 1.266 4.556  -0.496
O -7.526 1.684 3.824  0.117
O -5.377 1.033 4.045  -0.039
C -4.283 0.562 4.894  -0.016
H -8.182 0.527 7.399  0.093
H -8.605 0.022 5.713  0.111
H -8.622 1.713 6.195  0.081
H -4.419 -0.478 5.121  0.082
H -4.272 1.162 5.857  0.115
H -3.451 0.738 4.247  0.077

- E_HOMO: -10.4 eV
- F_max: 3.8 eV/A
- Calculated total energy: -124234.660 eV
- Frontier orbital gap: 10.9 eV
- Charge: 0